59
Properties=species:S:1:pos:R:3 method="wB97M-V/def2-TZVPD" total_charge=+2 max_force_ha_per_bohr=0.006 homo_lumo_gap_ev="6.61 / 6.57" e_lumo_ev="-6.489 / -6.569" total_energy_ev=-67272.976
Mo -0.310 -0.053 0.249
I 5.282 -0.029 5.618
C 3.589 -0.065 4.412
C 2.338 0.172 4.967
C 1.218 0.154 4.153
I -0.690 0.478 4.931
C 1.349 -0.103 2.796
O 0.248 -0.114 1.991
C 2.597 -0.361 2.236
C 2.709 -0.703 0.773
N 1.853 0.176 -0.079
C 2.291 1.601 -0.007
C 1.151 2.588 -0.001
C 1.395 3.940 -0.168
C 0.339 4.831 -0.086
C -0.939 4.347 0.160
C -1.111 2.990 0.306
N -0.087 2.124 0.228
C 3.716 -0.328 3.053
H 2.236 0.371 6.024
H 2.385 -1.729 0.596
H 3.750 -0.619 0.456
H 1.956 -0.136 -1.040
H 2.973 1.824 -0.828
H 2.855 1.733 0.918
H 2.403 4.288 -0.353
H 0.510 5.892 -0.211
H -1.788 5.011 0.234
H -2.084 2.553 0.488
H 4.695 -0.519 2.630
C -7.328 0.318 -3.130
O -6.406 0.282 -2.029
C -5.106 0.228 -2.271
C -4.543 0.193 -3.569
C -3.189 0.142 -3.706
C -2.308 0.115 -2.591
C -0.907 0.113 -2.753
C -0.217 0.145 -4.076
O -0.097 0.097 -1.760
C -2.908 0.144 -1.291
O -2.175 0.134 -0.190
C -4.282 0.206 -1.150
H -8.314 0.361 -2.682
H -7.239 -0.583 -3.737
H -7.163 1.206 -3.740
H -5.169 0.209 -4.447
H -2.789 0.119 -4.707
H -0.874 0.145 -4.935
H 0.445 -0.720 -4.139
H 0.411 1.038 -4.115
H -4.722 0.240 -0.164
N -2.759 -3.751 0.428
C -1.944 -2.837 0.925
N -2.224 -2.258 2.081
S -0.485 -2.449 0.048
H -3.549 -4.112 0.940
H -2.527 -4.190 -0.449
H -3.064 -2.474 2.598
H -1.575 -1.609 2.502